Version i
# C4H12N2S

The molecule C4H12N2S (the ωB97M-V functional and the def2-TZVPD basis, the Open Molecules 2025 dataset).

Values from the calculation:
Highest occupied orbital energy: -0.3226 hartree
LUMO level: 0.928 eV
Structure (SMILES): CNC[C@H](N)CS
2S+1: 1
Kohn-Sham gap: 9.7 eV

CARTESIAN COORDINATES (ANGSTROEM)
N: -0.86 -0.12 1.38
C: -0.18 -0.03 0.09
C: -0.74 0.92 -0.97
S: -0.49 2.72 -0.60
C: 0.00 -1.44 -0.57
N: 0.52 -2.35 0.46
C: 2.06 -2.25 0.74
H: -1.83 0.19 1.35
H: -0.84 -1.13 1.69
H: 0.85 0.29 0.33
H: -1.93 0.85 -0.99
H: -0.22 0.80 -1.98
H: 0.29 2.64 0.44
H: -0.91 -1.70 -0.83
H: 0.61 -1.26 -1.52
H: 0.44 -3.21 -0.04
H: 2.21 -1.43 1.46
H: 2.17 -3.26 1.21
H: 2.60 -2.03 -0.17

=====

Version ii
# C4H12N2S

The molecule C4H12N2S (the ωB97M-V functional and the def2-TZVPD basis, the Open Molecules 2025 dataset).

Values from the calculation:
Highest occupied orbital energy: -0.3001 hartree
LUMO level: 0.828 eV
2S+1: 1
Kohn-Sham gap: 9.0 eV

CARTESIAN COORDINATES (ANGSTROEM)
C: -1.64 -1.86 -1.23
C: -1.22 -0.92 -0.10
C: 0.24 -0.94 0.20
C: 0.78 0.22 1.25
N: 1.35 3.03 1.27
N: 1.18 1.79 -0.97
S: 0.32 2.19 0.46
H: -1.46 -2.89 -0.81
H: -2.78 -1.75 -1.49
H: -1.18 -1.64 -2.21
H: -1.60 0.12 -0.41
H: -1.71 -1.20 0.84
H: 0.40 -1.86 0.71
H: 0.90 -1.04 -0.66
H: 0.50 -0.16 2.15
H: 1.86 0.28 1.17
H: 1.00 3.84 1.89
H: 0.94 0.84 -1.09
H: 2.12 1.96 -0.96

=====

Bottom line: version i, by a margin of 46.8 kcal/mol.

=====

Version i
# C4H12N2S

A cluster of 2 separate species, C4H12N2S in total (the ωB97M-V functional and the def2-TZVPD basis, the Open Molecules 2025 dataset).

Values from the calculation:
Highest occupied orbital energy: -0.3379 hartree
LUMO level: -2.076 eV
2S+1: 1
Kohn-Sham gap: 7.1 eV

CARTESIAN COORDINATES (ANGSTROEM)
N: -2.23 -0.66 -0.31
C: -0.84 -0.28 -0.17
C: -0.63 0.59 1.08
C: 0.77 0.80 1.55
S: 2.00 -0.59 1.21
C: -0.35 0.63 -1.34
N: -0.75 0.09 -2.68
H: -2.20 -1.48 -0.87
H: -2.70 -0.02 -0.92
H: -0.14 -1.16 -0.08
H: -1.15 -0.06 1.86
H: -1.15 1.60 0.96
H: 0.75 0.90 2.64
H: 1.27 1.66 1.02
H: 1.52 -1.09 -1.01
H: 0.75 0.85 -1.18
H: -0.95 1.54 -1.37
H: -0.88 0.92 -3.32
H: 0.07 -0.59 -2.94

=====

Version ii
# C4H12N2S

The molecule C4H12N2S (the ωB97M-V functional and the def2-TZVPD basis, the Open Molecules 2025 dataset).

Values from the calculation:
Highest occupied orbital energy: -0.3207 hartree
LUMO level: 0.908 eV
Structure (SMILES): CN[C@H](CN)CS
2S+1: 1
Kohn-Sham gap: 9.6 eV

CARTESIAN COORDINATES (ANGSTROEM)
C: -0.52 -2.62 -0.85
N: 0.32 -1.55 -1.31
C: 0.50 -0.41 -0.42
C: -0.68 0.55 -0.73
S: -0.54 2.13 0.15
C: 0.64 -0.78 1.05
N: 1.34 0.24 1.82
H: -0.15 -3.25 -0.02
H: -1.50 -2.25 -0.54
H: -0.71 -3.32 -1.67
H: 1.21 -1.90 -1.62
H: 1.40 0.11 -0.74
H: -0.68 0.69 -1.80
H: -1.59 0.10 -0.35
H: -1.80 2.50 -0.10
H: 1.23 -1.69 1.09
H: -0.35 -1.07 1.45
H: 0.73 1.01 2.05
H: 1.63 -0.13 2.72

=====

Version iii
# C4H12N2S

The molecule C4H12N2S (the ωB97M-V functional and the def2-TZVPD basis, the Open Molecules 2025 dataset).

Values from the calculation:
Highest occupied orbital energy: -0.3303 hartree
LUMO level: 0.898 eV
Structure (SMILES): CNC[C@H](N)CS
2S+1: 1
Kohn-Sham gap: 9.9 eV

CARTESIAN COORDINATES (ANGSTROEM)
N: -0.20 1.30 1.16
C: -0.45 0.76 -0.17
C: -1.98 0.69 -0.38
S: -2.85 2.28 -0.34
C: 0.07 -0.66 -0.28
N: 1.53 -0.72 -0.43
C: 2.01 -2.09 -0.11
H: 0.78 1.20 1.43
H: -0.35 2.30 1.23
H: -0.02 1.37 -0.98
H: -2.32 0.07 0.46
H: -2.18 0.14 -1.30
H: -1.79 3.01 0.03
H: -0.23 -1.23 0.61
H: -0.32 -1.11 -1.19
H: 1.93 -0.12 0.28
H: 1.64 -2.77 -0.88
H: 3.09 -2.06 -0.05
H: 1.63 -2.33 0.89

=====

Version iv
# C4H12N2S

The molecule C4H12N2S (the ωB97M-V functional and the def2-TZVPD basis, the Open Molecules 2025 dataset).

Values from the calculation:
Highest occupied orbital energy: -0.3154 hartree
LUMO level: 0.960 eV
Structure (SMILES): NCNCCCS
2S+1: 1
Kohn-Sham gap: 9.5 eV

CARTESIAN COORDINATES (ANGSTROEM)
C: 0.35 -0.15 1.62
N: 1.27 0.87 1.13
C: 2.03 0.37 0.00
N: 3.27 0.81 -0.58
C: -0.56 -0.86 0.57
C: -1.30 0.24 -0.22
S: -2.64 -0.69 -1.17
H: -0.32 0.22 2.46
H: 1.00 -1.00 2.10
H: 1.81 1.35 1.86
H: 2.23 -0.79 0.23
H: 1.43 0.21 -0.89
H: 4.06 1.21 0.05
H: 3.17 1.54 -1.23
H: -1.39 -1.50 1.02
H: -0.01 -1.61 0.02
H: -0.41 0.73 -0.79
H: -1.69 1.07 0.36
H: -2.62 0.26 -2.12

=====

Bottom line: version ii, by a margin of 1.9 kcal/mol.

=====

Version i
# C4H12N2S

The molecule C4H12N2S (the ωB97M-V functional and the def2-TZVPD basis, the Open Molecules 2025 dataset).

Values from the calculation:
Highest occupied orbital energy: -0.3281 hartree
LUMO level: 0.845 eV
Structure (SMILES): NCNCCCS
2S+1: 1
Kohn-Sham gap: 9.8 eV

CARTESIAN COORDINATES (ANGSTROEM)
C: -0.70 -1.06 0.04
N: -1.16 -0.07 0.99
C: -0.58 -0.25 2.31
N: -1.08 0.64 3.31
C: -0.73 -0.60 -1.40
C: 0.19 0.61 -1.70
S: 1.98 0.22 -1.90
H: 0.30 -1.47 0.26
H: -1.34 -1.95 0.13
H: -1.06 0.89 0.67
H: 0.52 -0.21 2.34
H: -0.81 -1.29 2.59
H: -0.60 1.51 3.37
H: -2.08 0.78 3.21
H: -0.37 -1.39 -2.06
H: -1.74 -0.26 -1.66
H: -0.14 1.11 -2.59
H: 0.24 1.27 -0.83
H: 2.20 -0.06 -0.62

=====

Version ii
# C4H12N2S

The molecule C4H12N2S (the ωB97M-V functional and the def2-TZVPD basis, the Open Molecules 2025 dataset).

Values from the calculation:
Highest occupied orbital energy: -0.3337 hartree
LUMO level: 0.575 eV
Structure (SMILES): CC(C)(C)[SH](=N)=N
2S+1: 1
Kohn-Sham gap: 9.7 eV

CARTESIAN COORDINATES (ANGSTROEM)
C: 1.14 1.02 0.58
C: 1.02 -1.16 -0.57
C: -0.32 0.86 -1.73
C: 0.25 0.17 -0.22
N: -2.06 -1.27 -0.02
N: -0.89 -0.48 2.26
S: -1.21 -0.27 0.82
H: 1.81 0.33 1.31
H: 1.92 1.46 -0.17
H: 0.58 1.84 1.22
H: 1.61 -1.14 -1.45
H: 0.25 -1.94 -0.49
H: 1.74 -1.41 0.20
H: 0.66 1.07 -2.16
H: -0.88 0.06 -2.32
H: -0.90 1.73 -1.49
H: -2.42 -2.11 0.40
H: -0.42 0.07 2.93
H: -1.90 1.18 0.88

=====

Version iii
# C4H12N2S

The molecule C4H12N2S (the ωB97M-V functional and the def2-TZVPD basis, the Open Molecules 2025 dataset).

Values from the calculation:
Highest occupied orbital energy: -0.3232 hartree
LUMO level: 0.965 eV
Structure (SMILES): NCNCCCS
2S+1: 1
Kohn-Sham gap: 9.8 eV

CARTESIAN COORDINATES (ANGSTROEM)
C: 0.50 -1.31 0.11
N: 0.82 -0.21 -0.81
C: -0.19 -0.07 -1.83
N: -0.46 1.24 -2.35
C: -0.37 -0.79 1.24
C: 0.28 0.43 1.92
S: -0.38 2.06 1.46
H: 1.39 -1.81 0.50
H: 0.07 -2.15 -0.44
H: 1.72 -0.43 -1.23
H: -0.25 -0.79 -2.67
H: -1.14 -0.45 -1.42
H: 0.30 1.57 -2.93
H: -0.56 1.87 -1.56
H: -0.50 -1.51 2.05
H: -1.40 -0.63 0.91
H: 1.34 0.48 1.68
H: 0.17 0.31 2.97
H: -1.32 2.17 2.40

=====

Bottom line: version i, by a margin of 5.2 kcal/mol.